(1)
11
Properties=species:S:1:pos:R:3:lowdin_charge:R:1 method="wB97M-V/def2-TZVPD" gap_ev="6.3 / 6.7" total_charge=-1 e_homo_ha="-0.1196 / -0.1265" lumo_ev="3.1 / 3.3"
C 1.3548 0.0499 -0.2991 -0.69
C 0.5176 -0.7862 0.4379 -0.24
O -1.6793 1.2355 -0.5299 -0.39
O -2.3985 -1.1539 -0.7858 -0.40
O -2.7172 0.0331 1.3296 -0.35
P 2.0008 1.4201 0.3730 0.70
S -2.0246 -0.0271 0.0914 0.51
H 1.4707 -0.0721 -1.3505 0.03
H 0.3194 -1.6045 -0.0943 -0.03
H 0.5271 -1.0026 1.5900 0.09
H 2.6292 1.9078 -0.7623 -0.22

(2)
105
Properties=species:S:1:pos:R:3:lowdin_charge:R:1 method="wB97M-V/def2-TZVPD" gap_ev=4.3 e_homo_ha=-0.2477 lumo_ev=-2.5
Sc -0.9096 0.2530 0.5896 0.95
O -4.4513 -5.8448 3.7379 0.00
C -3.4971 -5.3201 4.2791 -0.74
O -2.9471 -5.4057 5.3658 -0.02
C -2.7463 -4.2688 3.3348 -0.08
C -1.3663 -4.3142 3.2335 0.01
C -0.7336 -3.3657 2.4474 -0.17
N -1.3799 -2.4105 1.7933 0.08
C -2.7080 -2.4043 1.8644 -0.17
C -3.4409 -3.3119 2.6246 0.07
C -3.4076 -1.3234 1.0519 -0.55
O -4.6134 -1.1945 1.1193 0.10
O -2.6036 -0.6206 0.3417 -0.13
H -0.8067 -5.0563 3.7795 0.12
H 0.3438 -3.3751 2.3405 0.09
H -4.5170 -3.2458 2.6405 0.13
C 0.4390 4.6067 -0.8464 -0.27
P 1.0567 3.0152 -0.1217 0.83
C 1.6374 2.2242 -1.6878 -0.28
C 2.7121 3.6954 0.4071 -0.44
C 3.6081 2.5429 0.8186 -0.44
P 2.5602 1.2810 1.6880 0.81
C 2.1949 2.2676 3.2088 -0.27
C 3.9750 0.2760 2.3559 -0.27
H 1.2081 5.0717 -1.4655 0.04
H 0.1695 5.2883 -0.0403 0.04
H -0.4477 4.4199 -1.4471 0.01
H 2.4982 2.7590 -2.0919 0.05
H 0.8294 2.2364 -2.4167 0.03
H 1.9002 1.1875 -1.4798 0.02
H 2.5417 4.3662 1.2529 0.07
H 3.1577 4.2841 -0.4008 0.08
H 4.4282 2.8770 1.4620 0.08
H 4.0345 2.0575 -0.0639 0.08
H 3.0460 2.8975 3.4679 0.05
H 1.9787 1.5909 4.0342 0.03
H 1.3181 2.8883 3.0247 0.03
H 4.7713 0.9103 2.7477 0.04
H 4.3704 -0.3443 1.5523 0.03
H 3.6186 -0.3674 3.1550 0.01
C -5.4750 3.8247 1.9554 -0.06
C -5.3370 2.7306 1.1127 -0.05
C -4.2044 1.9429 1.1646 -0.02
C -3.2010 2.2319 2.1005 -0.26
C -3.3408 3.3481 2.9392 -0.02
C -4.4667 4.1398 2.8565 -0.07
N -2.1091 1.3828 2.2170 0.06
N -1.6641 1.3287 3.4406 0.14
C -0.6659 0.4637 3.7149 -0.33
C -0.4338 0.1983 5.0810 0.03
C 0.5026 -0.7381 5.4365 -0.02
C 1.2290 -1.3620 4.4207 -0.02
C 0.9826 -1.0072 3.1081 -0.21
N 0.0562 -0.1253 2.7286 0.03
H -6.3661 4.4323 1.9123 0.11
H -6.1118 2.4901 0.4017 0.12
H -4.1162 1.0686 0.5350 0.10
H -2.5421 3.5764 3.6311 0.11
H -4.5661 5.0022 3.5007 0.11
H -1.0317 0.7263 5.8065 0.12
H 0.6784 -0.9832 6.4725 0.12
H 1.9812 -2.0994 4.6524 0.12
H 1.5557 -1.4482 2.3020 0.09
N 2.4952 1.9467 -7.2987 0.11
C 1.7486 1.2939 -6.3517 -0.32
C 0.3540 1.4004 -6.3404 -0.01
C -0.3838 0.8094 -5.3348 -0.08
C 0.2573 0.1160 -4.3235 -0.28
C 1.6351 -0.0157 -4.3318 -0.07
C 2.3798 0.5647 -5.3385 -0.02
S -0.7459 -0.6944 -3.0765 0.62
O -0.0279 -1.8856 -2.6891 -0.31
O -2.0601 -0.8544 -3.6296 -0.31
N -0.7658 0.2690 -1.7586 -0.18
C -1.5790 1.3054 -1.7222 -0.76
S -2.5864 1.8796 -3.0175 1.12
C -3.0539 3.2223 -2.0103 -0.35
C -2.4607 3.1340 -0.8052 -0.29
N -1.6237 2.0633 -0.6323 -0.09
H 2.0186 2.2631 -8.1252 0.10
H 3.4417 1.6336 -7.4349 0.10
H -0.1430 1.9336 -7.1356 0.11
H -1.4609 0.8518 -5.3219 0.08
H 2.1085 -0.5920 -3.5533 0.10
H 3.4547 0.4542 -5.3683 0.11
H -3.7280 3.9691 -2.3736 0.07
H -2.5628 3.8429 -0.0012 0.12
N 0.7453 -1.1149 0.1048 0.13
C 1.2183 -2.0498 -0.3947 -0.23
N 1.8874 -3.0886 -0.7542 -0.07
C 2.9565 -2.9922 -1.7337 -0.13
C 2.5509 -3.6553 -3.0469 -0.18
C 2.1482 -5.0999 -2.7765 -0.19
C 0.9507 -5.0877 -1.8324 -0.16
C 1.3443 -4.4186 -0.5186 -0.12
H 3.8365 -3.4975 -1.3147 0.13
H 3.1927 -1.9367 -1.8801 0.12
H 3.3773 -3.5976 -3.7549 0.12
H 1.6932 -3.1199 -3.4549 0.09
H 2.9807 -5.6411 -2.3190 0.11
H 1.8929 -5.6070 -3.7056 0.11
H 0.5965 -6.0979 -1.6269 0.12
H 0.1393 -4.5172 -2.2868 0.12
H 2.1228 -5.0110 -0.0184 0.14
H 0.4789 -4.3254 0.1405 0.12

(3)
4
Properties=species:S:1:pos:R:3:lowdin_charge:R:1 method="wB97M-V/def2-TZVPD" gap_ev="7.0 / 7.0" total_charge=-1 e_homo_ha="-0.0965 / -0.0964" lumo_ev="4.4 / 4.4"
O 0.2868 0.7479 1.1296 -0.64
O 0.5253 0.4950 -1.3313 -0.66
S 0.5702 -0.1350 0.0420 0.46
H -1.3823 -1.1079 0.1597 -0.16

(4)
14
Properties=species:S:1:pos:R:3:lowdin_charge:R:1 method="wB97M-V/def2-TZVPD" gap_ev=11.2 total_charge=+1 e_homo_ha=-0.5605 lumo_ev=-4.0
O 0.7122 -1.1661 0.1491 0.03
C 0.7378 -1.7161 -0.9544 -0.27
O 0.3393 -1.0038 -2.0263 0.06
H 0.9194 -2.8210 -1.1380 0.18
H 0.8432 -1.2498 -2.8394 0.15
C -1.0915 1.5266 2.1184 0.04
C 0.2869 1.0712 0.0752 0.12
N -0.8703 1.1925 0.6300 0.02
H -2.0269 2.0434 2.1704 0.09
H -0.1805 2.1025 2.4884 0.13
H -1.1689 0.6394 2.6715 0.07
H 1.1538 0.9900 0.6926 0.12
H 0.2762 0.8499 -0.9737 0.10
H -1.7360 1.1677 0.0996 0.17

(5)
31
Properties=species:S:1:pos:R:3:lowdin_charge:R:1 method="wB97M-V/def2-TZVPD" smiles=C[SiH](C)c1[nH]cc(C(C)(C)C)[nH+]1 gap_ev=10.0 total_charge=+1 e_homo_ha=-0.4800 lumo_ev=-3.0
C 4.0264 -1.3909 0.8144 -0.21
Si 3.0659 -0.2185 -0.3244 0.70
C 3.0930 1.6674 0.0095 -0.20
C 1.1705 -0.6205 -0.1298 -0.20
N 0.6194 -1.7717 0.5236 0.13
C -0.6827 -1.5681 0.7263 -0.01
C -1.0139 -0.3820 0.1324 -0.18
C -2.3545 0.2987 -0.2726 -0.49
C -2.9713 0.6085 1.1416 -0.02
C -3.0842 -0.7306 -1.1194 -0.02
C -2.0868 1.6167 -1.0696 -0.01
N 0.1484 0.1919 -0.2759 0.13
H 4.1158 -1.0788 1.8103 0.00
H 3.4516 -2.4140 0.9176 0.06
H 5.0865 -1.4356 0.2899 0.08
H 3.5236 -0.3735 -1.6763 -0.01
H 3.5227 2.1848 -0.7737 -0.01
H 2.1880 2.1467 0.3216 0.01
H 3.7903 2.0447 0.8458 0.08
H 1.1320 -2.5783 0.7122 0.13
H -1.4063 -2.1638 1.1956 0.14
H -3.7810 1.4310 1.1096 0.12
H -3.2433 -0.2733 1.5202 0.03
H -2.2700 1.1370 1.8445 0.11
H -3.9415 -0.3204 -1.4614 0.05
H -2.4707 -1.0532 -2.0267 0.14
H -3.4726 -1.4663 -0.5079 0.07
H -2.9799 1.6437 -1.6853 0.10
H -2.0096 2.3598 -0.2659 0.10
H -1.2219 1.3964 -1.7103 0.08
H 0.0561 1.1122 -0.6159 0.12

Asked for ΔE to the lowest compared entry with this formula, charge and spin across the records above, the calculation gives 111.73; 47.09; 26.06; 42.63; 44.35 kcal/mol in order.